Formula: C8H16LiO6P
Source: the Open Molecules 2025 dataset
Level of theory: ωB97M-V with the def2-TZVPD basis set

## Properties
charge = -2
HOMO = 1.45 eV
ΔE to the lowest compared entry with this formula, charge and spin = 0.000 eV

Geometry (Å):
Li1 0.4507 -0.3958 0.5125
P1 2.2694 -0.8213 1.9543
O1 0.8113 -0.3038 2.3276
O2 2.3003 -0.5290 0.3921
O3 2.3943 -2.3505 2.1775
O4 3.3072 -0.0291 2.7815
C1 -0.5854 -3.2011 -1.1938
C2 -1.1701 -1.9715 -1.8870
C3 -2.0637 -1.3699 -0.7942
O5 -1.3789 -1.6385 0.4124
C4 -0.5504 -2.8181 0.2958
H1 0.3804 -3.5199 -1.5801
H2 -1.2853 -4.0345 -1.3306
H3 -1.7145 -2.2374 -2.7992
H4 -0.4199 -1.2355 -2.1856
H5 -3.0652 -1.8277 -0.7830
H6 -2.1301 -0.2846 -0.8707
H7 -0.9125 -3.6259 0.9348
H8 0.4498 -2.5497 0.6705
C5 -0.0825 3.5906 0.5997
C6 0.9405 3.2209 -0.4825
C7 0.4257 1.8640 -0.9786
O6 -0.4344 1.3497 0.0250
C8 -0.4200 2.2194 1.1653
H9 -0.9475 4.0513 0.1118
H10 0.3191 4.2295 1.3863
H11 1.9438 3.1058 -0.0724
H12 1.0037 3.9920 -1.2553
H13 1.2840 1.1896 -1.1006
H14 -0.0682 1.9276 -1.9589
H15 0.3375 1.8308 1.8615
H16 -1.3893 2.1728 1.6639



Formula: C5H6N2
Source: the Open Molecules 2025 dataset
Level of theory: ωB97M-V with the def2-TZVPD basis set

## Properties
charge = 0
HOMO (alpha / beta) = -9.12 / -7.78 eV
ΔE to the lowest compared entry with this formula, charge and spin = 8.150 eV

Geometry (Å):
C1 -1.4172 1.5208 0.1873
C2 -2.3748 0.7376 -0.1520
C3 -0.5321 0.3878 0.2749
C4 1.9207 0.0182 0.1867
C5 0.5655 -0.1674 -0.5200
N1 -3.0831 -0.3698 0.0053
N2 -2.2143 -1.2477 0.1375
H1 -0.7904 -0.2733 1.0568
H2 2.4952 -0.9242 0.1265
H3 1.8722 0.2002 1.2412
H4 2.4633 0.7689 -0.3566
H5 0.4813 -1.1734 -0.8345
H6 0.6136 0.5223 -1.3532



Formula: C2H6FNOS
Source: the Open Molecules 2025 dataset
Level of theory: ωB97M-V with the def2-TZVPD basis set

## Properties
charge = 0
HOMO = -9.63 eV
ΔE to the lowest compared entry with this formula, charge and spin = 0.000 eV
structure (SMILES) = CN(S)C=O.F

Geometry (Å):
C1 0.8877 0.3265 1.7938
N1 -0.0383 0.2677 0.6717
S1 -1.1780 1.5070 0.4555
C2 0.0073 -0.7896 -0.2126
O1 0.7819 -1.7150 -0.1264
H1 1.5882 1.1594 1.6741
H2 1.4424 -0.6132 1.8097
H3 0.3378 0.4519 2.7300
H4 -0.4058 2.3912 -0.2083
H5 -0.7523 -0.6953 -1.0076
F1 0.5894 -1.1780 -2.4894
H6 -0.0234 -1.5798 -3.0593



Formula: C26H53NO12S5
Source: the Open Molecules 2025 dataset
Level of theory: ωB97M-V with the def2-TZVPD basis set

## Properties
charge = 0
HOMO = -9.47 eV
structure (SMILES) = O=S1(=O)CCCC1.O=S1(=O)CCCC1.O=S1(=O)CCCC1.O=S1(=O)CCCC1.O=S1(=O)CCCC1.CCCCNCOC=O

Geometry (Å):
O1 3.2427 1.8338 -3.9002
S1 3.1688 0.6574 -3.0596
O2 3.9563 -0.5315 -3.3185
C1 3.4216 1.1558 -1.3675
C2 2.0274 1.4996 -0.8650
C3 1.1113 0.4002 -1.4004
C4 1.4525 0.1971 -2.8757
H1 4.1134 1.9988 -1.3255
H2 3.8360 0.3006 -0.8251
H3 1.9967 1.5577 0.2270
H4 1.7126 2.4707 -1.2653
H5 1.2954 -0.5292 -0.8479
H6 0.0548 0.6550 -1.2710
H7 1.3212 -0.8446 -3.1792
H8 0.8557 0.8504 -3.5181
O3 2.6083 2.8601 2.2556
S2 2.5344 1.6836 3.0962
O4 3.3219 0.4948 2.8373
C5 2.7872 2.1821 4.7883
C6 1.3930 2.5259 5.2908
C7 0.4769 1.4265 4.7553
C8 0.8181 1.2234 3.2800
H9 3.4790 3.0251 4.8302
H10 3.2016 1.3269 5.3306
H11 1.3623 2.5840 6.3827
H12 1.0782 3.4970 4.8904
H13 0.6610 0.4971 5.3079
H14 -0.5796 1.6813 4.8848
H15 0.6868 0.1816 2.9765
H16 0.2213 1.8767 2.6376
O5 0.7390 5.4619 6.1221
S3 2.0156 6.1174 6.3135
O6 3.1830 5.4133 6.8053
C9 2.4483 6.9622 4.8052
C10 1.8149 8.3379 4.9504
C11 2.0903 8.7710 6.3895
C12 1.7583 7.5870 7.2962
H17 2.0739 6.4055 3.9445
H18 3.5392 7.0335 4.7628
H19 2.2260 9.0479 4.2268
H20 0.7329 8.2727 4.7845
H21 3.1505 9.0309 6.4956
H22 1.5066 9.6549 6.6648
H23 2.4102 7.5565 8.1729
H24 0.7112 7.6052 7.6110
O7 -3.2147 1.9592 -5.8615
S4 -2.5020 1.8150 -7.1135
O8 -3.1726 1.4780 -8.3533
C13 -1.5161 3.2766 -7.3734
C14 -0.1962 2.9669 -6.6829
C15 0.1369 1.5228 -7.0547
C16 -1.1329 0.6952 -6.8624
H25 -2.0240 4.1487 -6.9581
H26 -1.3772 3.3991 -8.4517
H27 0.5921 3.6585 -6.9942
H28 -0.3120 3.0515 -5.5958
H29 0.4499 1.4794 -8.1049
H30 0.9601 1.1289 -6.4504
H31 -1.1942 -0.1215 -7.5861
H32 -1.2018 0.2982 -5.8458
O9 -0.6237 -3.4123 3.2869
S5 -0.9575 -4.6932 2.7002
O10 -1.9740 -4.8363 1.6771
C17 0.5453 -5.4605 2.1271
C18 1.0525 -6.2389 3.3319
C19 -0.1787 -6.9083 3.9408
C20 -1.2824 -5.8547 4.0181
H33 1.2460 -4.6983 1.7821
H34 0.2849 -6.1333 1.3046
H35 1.8132 -6.9712 3.0460
H36 1.4993 -5.5530 4.0615
H37 -0.5016 -7.7341 3.2953
H38 0.0359 -7.3284 4.9284
H39 -2.2716 -6.2973 3.8766
H40 -1.2500 -5.3099 4.9656
C21 -6.3403 -4.6081 -3.8611
C22 -4.8131 -5.1887 -3.7180
C23 -3.6396 -4.1949 -4.3025
C24 -2.1671 -4.9801 -4.1946
N1 -1.1217 -4.1801 -3.4403
C25 -1.2201 -4.3913 -1.9316
O11 -2.3469 -3.5965 -1.4143
C26 -1.9023 -2.5276 -0.5033
O12 -1.5567 -1.3066 -0.9432
H41 -6.7227 -4.4903 -4.9628
H42 -6.4033 -3.5478 -3.3620
H43 -7.0930 -5.3555 -3.3246
H44 -4.7263 -6.2189 -4.3073
H45 -4.6104 -5.4702 -2.5767
H46 -3.7837 -3.9675 -5.4489
H47 -3.5607 -3.1577 -3.7347
H48 -2.4293 -6.0221 -3.6756
H49 -1.7148 -5.1796 -5.2801
H50 -0.1957 -4.6225 -3.6967
H51 -0.2034 -3.9727 -1.4781
H52 -1.3375 -5.5421 -1.6453
H53 -1.8614 -2.8014 0.6509



Calculated total energy, record by record: -30336.55680 -8254.20860 -19260.85438 -108052.17152 eV